[1]
Here is a 17-piece molecular cluster, C3H41NO16 overall from the OMol25 dataset. Energies are from ωB97M-V/def2-TZVPD.

```
! wB97M-V def2-TZVPD RIJCOSX def2/J DEFGRID3
* xyz 0 1
H 0.2501 -1.5788 -0.3583
O -1.9893 2.4411 1.7464
H -4.1048 -2.0949 3.1145
H -1.1601 -0.0658 0.8801
O 4.4217 -1.2836 1.5975
O 0.8064 -2.3009 -3.3803
O 0.3269 3.2898 -1.9516
O 0.3362 3.1238 0.5750
N -1.5669 -0.2489 1.7853
H -0.1650 -1.7367 2.8100
H -2.8350 1.5917 -4.7762
O 0.3539 2.6155 3.1647
H -3.0195 -0.7231 3.7839
H 1.6810 -4.6344 0.1173
H -0.0659 3.9568 0.2838
O -3.2742 1.5334 -0.7967
H -0.7581 -2.0249 -4.2941
H 4.0249 2.2582 1.0942
O -1.4497 -1.3929 -4.5567
H 0.8296 -2.0542 -2.4467
H 0.9549 1.9116 2.9530
H 1.6173 -2.7588 -3.5755
H -1.3528 -2.7091 3.8114
H -4.0574 -0.7127 2.3567
H -0.4979 2.3200 2.7565
H -2.7377 1.3444 -1.5893
H -0.4553 0.6279 -5.7966
H 1.0308 2.8330 -1.5103
H -2.7912 1.9637 1.9676
C -1.0489 -2.4581 2.8018
H -2.2412 -1.9390 -4.4808
O 3.5825 2.2086 1.9482
H -1.7128 0.8327 -4.2928
H 2.2043 2.8525 -4.4956
H -2.5134 -1.9670 0.9992
H 3.1662 -2.6856 3.8425
C -3.3147 -1.2946 2.9075
H -2.2667 0.5081 1.8369
H 1.9638 -3.6344 1.2530
H 1.5374 0.9973 1.6192
H 1.9833 1.3509 -4.4375
H 4.2636 1.9333 2.5944
O 2.4946 2.0558 -4.0452
H -2.0760 2.6371 0.7907
H 0.5424 3.2327 1.5480
H -0.7195 -3.3631 2.2386
H 2.2496 -1.6090 3.6487
H 0.1615 0.2215 -4.3694
O 2.4174 -2.5002 3.2603
H 1.2126 -0.4911 1.4235
H 4.0279 -0.9193 2.3720
O -2.6550 0.9331 -4.1060
C -2.0796 -1.6404 2.0879
H 0.5944 3.4523 -2.8488
H 0.6122 0.0316 -0.5013
O 1.7205 0.1120 1.9568
O 0.0256 0.9429 -5.0065
O 1.5959 -3.7002 0.3617
O 0.1410 -0.7395 -0.7773
H -4.0731 1.0152 -1.0008
H 3.8513 -1.8673 1.1057
*
```

Values from the calculation:
**HOMO**: -8.6 eV
**Orbital gap**: 8.62 eV
**Relative energy (zero: lowest compared OMol25 entry of this formula, charge and spin)**: 0.000 eV
**E**: -1397.407041 Eh

Mulliken population analysis, charges in e, atoms 1 to 8:
1. H 0.2644
2. O -0.5900
3. H 0.3347
4. H 0.0513
5. O -0.6103
6. O -0.6316
7. O -0.5518
8. O -0.5370


[2]
Here is C3H41O18Y as an isolated structure from the OMol25 dataset. Energies are from ωB97M-V/def2-TZVPD.

```
! wB97M-V def2-TZVPD RIJCOSX def2/J DEFGRID3
* xyz 2 1
O -20.8393 17.7231 -25.6852
H -22.8153 18.8813 -26.8822
H -22.4056 14.9429 -26.1190
H -23.5157 22.5233 -26.6486
H -23.6304 17.6201 -23.8124
H -22.9247 20.3709 -20.9363
H -24.3786 20.0015 -23.0473
O -26.1608 18.5832 -26.1853
H -25.5922 17.6054 -29.1726
H -22.0471 19.9183 -22.1193
H -26.1110 20.4056 -27.0766
H -21.5968 18.8994 -24.1408
O -19.1401 20.4047 -25.2076
H -24.8156 22.0638 -27.3642
H -20.8043 17.3854 -21.8206
H -25.8171 15.9903 -22.9715
O -22.6490 14.1024 -22.4135
H -21.8889 20.1507 -26.0476
H -22.5406 21.3199 -28.3002
H -19.0055 20.7945 -24.3255
H -18.8950 15.9055 -27.9798
O -21.4620 14.6979 -26.0212
H -23.1243 18.0242 -29.1264
H -22.8019 14.6510 -23.1952
O -19.3470 16.7570 -27.8225
H -22.4312 16.3888 -24.0734
O -24.8962 17.5550 -28.5026
H -19.6773 21.0444 -25.7067
H -20.1679 16.7240 -28.3712
O -21.8478 20.8078 -28.7829
H -23.5037 16.7811 -25.3513
O -26.3638 16.7321 -23.2658
H -27.0561 16.3154 -23.7956
C -22.9154 17.2464 -24.5528
H -23.4999 19.7143 -25.4655
O -23.9216 22.4596 -27.5234
C -21.9296 18.2939 -25.0069
H -21.7670 21.2610 -29.6383
H -19.3690 18.0041 -22.9969
Y -18.6190 18.1743 -26.0202
O -18.6389 17.8358 -23.6867
O -26.4057 21.1594 -27.6223
H -25.8185 18.5321 -25.2652
O -22.9051 20.3129 -21.9015
H -23.9131 16.0275 -27.8792
H -20.5812 19.8003 -28.0523
H -19.0762 20.1743 -28.1341
H -27.0114 18.1258 -26.1557
H -21.7036 14.1814 -22.2441
O -22.2538 18.1005 -29.5688
O -25.1634 19.9276 -23.6332
H -20.2780 18.4575 -20.8492
H -17.8584 17.5611 -23.1694
C -22.5899 19.3173 -25.9075
H -25.3049 17.9414 -27.6775
O -19.6811 19.5500 -27.6923
H -25.1543 20.7269 -24.1736
H -24.4608 14.5871 -27.9092
O -23.7447 15.1219 -27.5468
H -27.2755 21.3936 -27.2704
O -20.5868 18.3359 -21.7654
H -21.0074 15.5329 -25.8605
H -22.0273 19.0426 -29.4660
*
```

Values from the calculation:
**HOMO**: -15.0 eV
**Orbital gap**: 7.14 eV
**Relative energy (zero: lowest compared OMol25 entry of this formula, charge and spin)**: 0.000 eV
**E**: -1531.129464 Eh

Mulliken population analysis, charges in e, atoms 1 to 8:
1. O 0.0033
2. H -0.0936
3. H 0.3254
4. H 0.2932
5. H 0.3996
6. H 0.2972
7. H 0.3125
8. O -0.5988


> orbital gap of number 1 (C3H41NO16)?

8.62 eV


> Number 1 is which compound?

C3H41NO16